{"formula": "C39H29GeN3O9RhS2", "method": "the ωB97M-V functional and the def2-TZVPD basis", "symbols": ["Rh", "O", "C", "C", "C", "C", "C", "C", "C", "N", "N", "C", "O", "C", "C", "C", "C", "C", "C", "H", "H", "H", "H", "H", "H", "H", "H", "H", "H", "C", "C", "C", "C", "C", "C", "Ge", "C", "C", "C", "C", "C", "C", "C", "C", "C", "C", "C", "C", "H", "H", "H", "H", "H", "H", "H", "H", "H", "H", "H", "H", "H", "H", "H", "O", "S", "O", "O", "O", "O", "C", "N", "S", "O", "O", "C", "C", "C", "C", "C", "C", "H", "H", "H", "H"], "positions_angstrom": [[-0.409, 0.539, -1.043], [1.243, -0.059, -2.378], [2.030, 0.783, -2.912], [3.417, 0.487, -2.978], [4.320, 1.344, -3.560], [3.890, 2.539, -4.144], [2.557, 2.863, -4.113], [1.587, 2.036, -3.502], [0.258, 2.488, -3.459], [-0.728, 1.962, -2.749], [-1.868, 2.570, -2.670], [-2.750, 2.113, -1.765], [-2.539, 1.083, -1.036], [-3.965, 2.883, -1.606], [-4.934, 2.463, -0.675], [-6.081, 3.194, -0.475], [-6.304, 4.368, -1.192], [-5.343, 4.798, -2.105], [-4.192, 4.076, -2.317], [3.742, -0.435, -2.518], [5.375, 1.098, -3.550], [4.613, 3.205, -4.603], [2.218, 3.808, -4.517], [0.033, 3.424, -3.975], [-4.739, 1.552, -0.128], [-6.820, 2.852, 0.240], [-7.210, 4.942, -1.036], [-5.515, 5.712, -2.657], [-3.440, 4.404, -3.018], [-1.678, -3.204, 3.446], [-2.124, -2.161, 2.652], [-1.238, -1.214, 2.167], [0.109, -1.306, 2.475], [0.550, -2.357, 3.266], [-0.333, -3.302, 3.756], [1.591, -0.077, 1.882], [3.150, -1.262, 1.437], [3.118, -1.987, 0.252], [4.180, -2.800, -0.105], [5.293, -2.893, 0.715], [5.335, -2.178, 1.901], [4.267, -1.371, 2.257], [2.200, 1.097, 3.397], [3.309, 1.922, 3.235], [3.691, 2.799, 4.234], [2.981, 2.847, 5.425], [1.898, 2.007, 5.612], [1.509, 1.143, 4.599], [-2.373, -3.940, 3.825], [-3.176, -2.089, 2.414], [-1.585, -0.399, 1.547], [1.606, -2.429, 3.494], [0.024, -4.111, 4.380], [2.248, -1.913, -0.385], [4.132, -3.354, -1.032], [6.129, -3.520, 0.428], [6.208, -2.235, 2.544], [4.294, -0.813, 3.187], [3.837, 1.907, 2.291], [4.531, 3.466, 4.081], [3.260, 3.554, 6.197], [1.341, 2.040, 6.541], [0.645, 0.504, 4.732], [-0.430, 1.459, 1.378], [0.687, 2.168, 0.750], [0.348, 2.810, -0.497], [1.686, 0.976, 0.408], [1.363, 3.052, 1.658], [-3.145, -0.980, -3.727], [-2.470, -1.587, -2.903], [-1.257, -1.232, -2.446], [-0.551, -2.372, -1.558], [-0.155, -1.868, -0.246], [0.487, -3.113, -2.239], [-1.973, -3.477, -1.478], [-2.172, -4.716, -0.920], [-3.365, -5.383, -1.187], [-4.335, -4.795, -2.004], [-4.116, -3.556, -2.578], [-2.916, -2.899, -2.329], [-1.409, -5.161, -0.299], [-3.539, -6.365, -0.770], [-5.266, -5.319, -2.188], [-4.846, -3.100, -3.233]], "mulliken_spin": [0.83, -0.01, 0.00, 0.00, 0.00, 0.00, 0.00, -0.01, 0.02, 0.04, -0.01, 0.01, 0.00, 0.01, 0.00, 0.00, 0.00, 0.00, 0.00, 0.00, 0.00, 0.00, 0.00, 0.01, 0.00, 0.00, 0.00, 0.00, 0.00, 0.00, 0.00, 0.00, 0.00, 0.00, 0.00, -0.01, 0.00, 0.00, 0.00, 0.00, 0.00, 0.00, 0.00, 0.00, 0.00, 0.00, 0.00, 0.00, 0.00, 0.00, 0.00, 0.00, 0.00, 0.00, 0.00, 0.00, 0.00, 0.00, 0.00, 0.00, 0.00, 0.00, 0.00, 0.00, 0.01, 0.04, 0.01, 0.00, 0.01, 0.01, 0.03, 0.02, 0.01, 0.00, 0.00, 0.00, 0.00, 0.00, 0.00, 0.00, 0.00, 0.00, 0.00, 0.00], "charge": -2, "e_above_lowest_ev": 3.900, "spin_multiplicity": 2, "lumo_ev": [4.28, 4.28], "s_squared": 0.76, "homo_energy_ev": [-1.622, -1.643]}